Below is a molecular structure, C56H91AsGeN7O3P3SSi2Ti in a non-equilibrium geometry, with properties calculated with ωB97M-V/def2-TZVPD.

XYZ file:
```
166
Properties=species:S:1:pos:R:3:forces:R:3
Ti 0.599493 -2.198424 0.357374 0.385 -1.006 -3.271
C -3.992700 2.734389 4.027756 -0.125 0.051 -0.018
C -3.863501 1.451795 3.209217 -0.010 -0.066 -0.225
C -4.347677 1.732789 1.782437 -0.077 -0.182 -0.027
P -2.174811 0.662110 3.098254 0.205 0.225 0.090
C -1.095175 2.163640 3.175347 -0.153 0.155 -0.194
N -1.079723 2.900897 1.923463 0.223 0.286 0.183
Ge -0.821519 2.102862 -0.660936 0.066 0.330 -0.600
N 0.430083 2.747187 -2.098519 -0.064 0.072 0.033
C 0.903305 1.800400 -3.089639 -0.131 0.019 0.189
P 1.565778 0.190139 -2.424729 0.047 0.438 -0.175
C 3.332450 0.722607 -2.099131 -0.093 0.059 -0.073
C 3.319860 1.915500 -1.132329 0.079 -0.089 -0.005
C 4.213576 1.070139 -3.297672 0.084 -0.002 0.100
C 1.569164 -0.736913 -4.051565 -0.081 -0.038 -0.031
C 1.772786 0.012510 -5.374097 -0.028 -0.052 0.004
C 2.489834 -1.960514 -3.992659 -0.070 0.053 0.011
C 0.217541 4.033398 -2.524971 0.061 -0.048 0.020
C 0.609143 4.578271 -3.769540 -0.064 -0.021 0.156
C 0.346894 5.903327 -4.092585 -0.071 -0.032 0.091
C -0.338146 6.734170 -3.217083 0.049 -0.054 -0.051
C -0.754135 6.209862 -1.998471 -0.048 0.045 0.019
C -0.466849 4.906464 -1.653152 -0.077 -0.172 0.063
N -0.914582 4.346572 -0.372908 -0.144 -0.143 0.211
C -0.162177 4.801368 0.794179 -0.117 -0.043 0.015
C 0.680449 5.891347 0.765015 0.059 0.011 0.022
C 1.322986 6.350282 1.921116 -0.008 -0.015 -0.119
C 1.076476 5.694315 3.114956 -0.186 -0.219 0.016
C 0.269912 4.561934 3.158707 -0.265 0.721 -0.048
C -0.356293 4.033583 1.989852 -0.763 0.320 0.101
C -2.374280 4.543811 -0.249421 0.222 0.116 -0.038
C -2.962046 5.482152 0.562334 -0.003 0.018 0.042
C -4.344909 5.685138 0.497145 0.033 -0.020 -0.055
C -5.086875 4.971018 -0.430500 0.075 -0.017 0.028
C -4.493312 4.009836 -1.246218 -0.037 0.023 0.038
C -3.125951 3.733237 -1.128353 0.137 -0.194 0.006
N -2.405888 2.739888 -1.732793 -0.171 -0.032 0.191
C -2.876139 2.052831 -2.911805 0.198 0.125 0.099
P -2.239805 0.311215 -2.879145 -0.181 0.093 0.115
C -3.510787 -0.392809 -1.720377 0.200 -0.264 0.014
C -4.884881 -0.766798 -2.267100 -0.038 0.073 0.099
C -2.897446 -1.547402 -0.921397 -0.238 0.069 -0.064
C -2.601388 -0.242544 -4.613246 -0.034 -0.108 -0.077
C -3.890757 0.223272 -5.292759 0.029 -0.043 -0.032
C -2.428947 -1.761579 -4.716691 0.069 0.031 -0.015
C -1.888486 -0.036037 4.837776 -0.138 -0.174 -0.078
C -2.846674 0.332073 5.973859 0.097 -0.075 0.000
C -0.443517 0.153224 5.304560 -0.004 -0.187 -0.007
H -5.054055 2.993230 4.118310 0.060 0.022 -0.004
H -3.502509 3.560771 3.505105 0.018 -0.046 0.042
H -3.583420 2.663190 5.034439 0.013 0.014 -0.063
H -4.505927 0.670082 3.628283 -0.018 0.015 0.073
H -3.683487 2.449046 1.302454 0.055 0.085 -0.092
H -5.357469 2.155507 1.790102 0.037 -0.002 0.009
H -4.361611 0.817653 1.184175 0.009 0.043 -0.004
H -0.082802 1.828385 3.447959 -0.297 -0.046 0.098
H -1.445601 2.794049 4.009867 0.075 -0.075 0.058
H 1.703140 2.231265 -3.692518 0.069 0.088 -0.081
H 0.089436 1.526421 -3.777849 0.067 0.046 -0.109
H 3.768569 -0.130089 -1.575433 0.055 -0.043 0.062
H 3.022232 2.831769 -1.644919 -0.016 -0.016 0.023
H 4.321798 2.066563 -0.715405 -0.052 -0.018 -0.016
H 2.621468 1.769708 -0.308576 0.002 0.023 0.008
H 3.793893 1.897167 -3.876243 0.014 -0.028 0.009
H 4.371982 0.224081 -3.964624 -0.016 0.036 -0.014
H 5.198740 1.392764 -2.940173 -0.046 -0.017 -0.039
H 0.533579 -1.101586 -4.059977 0.032 -0.014 0.019
H 2.767217 0.453426 -5.450785 -0.037 -0.028 -0.009
H 1.037411 0.802552 -5.529581 0.026 -0.007 0.019
H 1.659657 -0.699285 -6.200047 0.035 0.040 0.024
H 3.482813 -1.711329 -4.371254 -0.009 -0.011 0.012
H 2.097677 -2.769128 -4.615457 0.010 0.003 0.016
H 2.598697 -2.340101 -2.975305 -0.031 -0.043 -0.010
H 1.117944 3.962670 -4.495556 0.003 -0.065 -0.026
H 0.664449 6.281752 -5.058037 0.017 -0.017 0.018
H -0.557737 7.762455 -3.475328 -0.006 -0.039 -0.005
H -1.319222 6.825271 -1.307056 0.013 -0.054 0.007
H 0.851938 6.407967 -0.169282 -0.022 -0.005 0.020
H 1.975487 7.213022 1.876767 -0.021 -0.028 -0.015
H 1.524546 6.061773 4.033371 0.005 -0.049 -0.007
H 0.126415 4.063238 4.107322 -0.019 0.059 -0.031
H -2.350092 6.061136 1.246115 0.010 -0.038 -0.034
H -4.819164 6.410024 1.147308 0.021 -0.020 -0.031
H -6.154037 5.147719 -0.514167 0.032 -0.017 -0.008
H -5.105378 3.452338 -1.943656 0.012 -0.010 0.012
H -2.488647 2.543467 -3.818854 -0.055 -0.009 -0.060
H -3.967327 2.041094 -2.985931 -0.067 -0.005 -0.011
H -3.638126 0.450068 -1.033407 0.004 0.045 0.100
H -4.834937 -1.644881 -2.914385 -0.012 0.039 0.001
H -5.342778 0.052524 -2.825025 0.002 -0.031 0.031
H -5.549859 -1.014288 -1.433381 0.010 -0.004 -0.046
H -2.786275 -2.447840 -1.535938 0.061 0.055 0.013
H -3.518370 -1.806268 -0.060322 0.020 0.071 -0.108
H -1.915210 -1.261597 -0.540788 0.032 0.064 -0.003
H -1.766934 0.213134 -5.161373 0.042 0.030 0.003
H -4.757892 -0.328276 -4.928561 0.028 0.040 -0.007
H -3.819231 0.046689 -6.370964 -0.022 -0.002 0.025
H -4.071962 1.289536 -5.145745 -0.007 -0.047 -0.018
H -3.264572 -2.285861 -4.248256 0.034 0.005 -0.020
H -1.511767 -2.098597 -4.223762 -0.062 0.012 -0.025
H -2.382838 -2.071707 -5.764685 -0.030 -0.013 0.027
H -2.033948 -1.108267 4.663139 0.045 -0.028 0.017
H -2.662307 1.340066 6.349126 -0.035 -0.006 -0.021
H -2.687848 -0.360658 6.808613 -0.002 0.067 -0.010
H -3.893407 0.248757 5.679340 0.036 0.068 0.022
H -0.269268 1.182046 5.625014 0.023 0.009 -0.014
H 0.278605 -0.086213 4.518876 -0.010 -0.030 0.007
H -0.235617 -0.503020 6.156731 -0.009 0.046 -0.015
C 6.310731 -4.016611 -0.173341 -0.009 -0.105 0.224
Si 4.799468 -3.480137 -1.181311 0.340 0.199 0.070
C 5.562206 -2.062526 -2.145573 -0.183 0.299 -0.162
C 4.386556 -4.847290 -2.401308 -0.267 -0.109 -0.088
As 3.164208 -2.743830 0.306985 0.821 -0.373 0.407
Si 2.986688 -4.821499 1.409432 0.556 -0.149 -0.022
C 1.445078 -5.840725 0.994327 -0.400 0.250 0.269
C 3.296948 -4.539490 3.254686 -0.482 0.062 0.188
C 4.308346 -6.149221 1.115920 0.155 -0.004 -0.180
H 6.424575 -5.097927 -0.114116 0.046 0.003 -0.014
H 6.228887 -3.629749 0.846374 0.087 -0.028 -0.045
H 7.218450 -3.601900 -0.624654 -0.095 -0.016 0.006
H 6.398758 -2.439836 -2.745720 -0.053 0.010 0.073
H 5.947365 -1.315112 -1.442904 0.023 -0.065 -0.076
H 4.862679 -1.561274 -2.812122 0.132 -0.037 0.023
H 5.292823 -5.380588 -2.707990 -0.045 0.060 0.001
H 3.904041 -4.438564 -3.295176 0.033 -0.053 0.067
H 3.694998 -5.567931 -1.955905 0.053 -0.007 -0.079
H 0.619713 -5.262504 0.570574 0.058 -0.106 -0.057
H 1.063297 -6.366399 1.880232 0.092 -0.018 -0.113
H 1.720819 -6.594006 0.254057 0.017 0.032 -0.029
H 4.344066 -4.246088 3.360646 -0.011 -0.023 -0.006
H 2.679988 -3.735588 3.663657 0.114 -0.049 -0.014
H 3.127900 -5.451406 3.844850 0.062 0.083 -0.080
H 4.480081 -6.385136 0.062419 -0.023 -0.049 0.082
H 3.955471 -7.063237 1.612068 -0.010 0.102 -0.044
H 5.263494 -5.874950 1.563710 -0.002 -0.038 -0.007
O -2.349847 -5.091854 0.092969 0.096 -0.186 -0.201
S -2.357312 -4.226416 1.227518 0.140 -0.036 0.055
O -3.554176 -3.514176 1.533683 -0.257 0.209 0.159
N -1.039011 -3.216865 1.185087 -1.176 -0.794 0.849
C -0.230917 -3.463169 2.215908 -0.515 -0.211 0.143
O 0.864926 -2.862392 2.237924 0.315 -0.006 1.427
C -0.680023 -4.506051 3.161815 -0.021 0.245 -0.098
C -0.096197 -4.938045 4.329412 0.312 -0.030 0.377
C -0.673948 -6.018105 4.985137 0.114 0.075 0.032
C -1.821445 -6.624549 4.486317 -0.028 -0.006 0.007
C -2.437294 -6.142703 3.339985 -0.167 0.006 -0.191
C -1.835444 -5.081568 2.696315 -0.227 -0.128 -0.186
H 0.787290 -4.442078 4.712557 0.005 -0.127 -0.039
H -0.223285 -6.397829 5.891858 0.011 0.013 0.023
H -2.241469 -7.479404 5.000142 -0.024 0.030 0.023
H -3.351031 -6.579963 2.957079 0.058 -0.021 0.013
C 3.307094 0.386174 3.140140 0.006 -0.151 -0.108
N 2.292927 1.097815 2.367841 -0.215 0.728 0.053
C 2.053040 2.514630 2.650323 0.463 -0.331 -0.096
C 1.549467 0.436070 1.534068 0.939 -0.303 0.597
N 1.159028 -0.408868 0.847292 -0.038 1.463 0.244
H 4.187651 1.022432 3.222207 0.002 0.027 -0.014
H 3.580026 -0.537512 2.630471 -0.030 -0.027 -0.021
H 2.931160 0.157470 4.139944 0.007 0.022 0.027
H 2.960124 3.084468 2.448014 0.069 0.014 -0.023
H 1.771661 2.657293 3.694875 0.145 -0.136 -0.123
H 1.250268 2.892219 2.021005 0.471 -0.497 0.028
C 0.419369 -3.244966 -1.492540 -0.610 0.178 0.077
H 0.113021 -2.478937 -2.220597 -0.050 -0.020 -0.009
H -0.432357 -3.926543 -1.364400 -0.037 0.006 -0.057
H 1.232656 -3.814974 -1.925535 0.213 -0.022 0.062
```
Positions in Å, forces in eV/Å.

Results
ΔE to the lowest compared entry with this formula, charge and spin = 34.7 kcal/mol
Lowest unoccupied orbital energy (spin up / spin down) = 1.4 / 1.4 eV
Multiplicity = 2
Net charge = -1
HOMO level (spin up / spin down) = -0.14232 / -0.14226 hartree
⟨S²⟩ = 0.76
Gap between HOMO and LUMO (spin up / spin down) = 5.3 / 5.3 eV

Löwdin atomic charge list, values in e, 6 entries: atom 1 (Ti): 0.6033, atom 2 (C): -0.1223, atom 3 (C): -0.5693, atom 4 (C): -0.1378, atom 5 (P): 1.0665, atom 6 (C): -0.4587